Entry 1:
# C51H64As2N6OS6TeTi

C51H64As2N6OS6TeTi as an isolated structure (ωB97M-V/def2-TZVPD, the Open Molecules 2025 dataset).

- HOMO energy (alpha / beta) (eV) = -2.83 / -2.83
- total charge = -1
- calculated total energy (eV) = -282013.93571
- LUMO level (alpha / beta) (eV) = 0.572 / 0.571
- spin multiplicity = 2
- strongest force on any atom (eV/Å) = 2.08
- HOMO-LUMO gap (alpha / beta) (eV) = 3.40 / 3.40

Each line ends with the Mulliken spin population.
CARTESIAN COORDINATES (ANGSTROEM)
Ti: -0.113 1.419 -0.057  1.057
S: -1.491 3.290 1.123  -0.016
As: -0.394 4.432 2.693  0.001
S: 1.033 1.274 2.191  -0.020
S: 1.639 3.237 2.541  0.009
S: 0.111 6.410 1.892  0.001
C: -0.806 1.292 -5.959  0.000
C: -1.039 2.041 -4.617  0.001
N: 0.191 2.077 -3.866  -0.002
C: 0.582 0.734 -3.472  0.009
C: 0.794 -0.137 -4.734  0.001
N: 0.607 0.767 -5.927  0.000
C: 1.594 1.902 -5.869  0.000
C: 1.251 2.728 -4.601  -0.001
H: -0.879 1.939 -6.833  0.000
H: -1.461 0.433 -6.092  0.000
H: -1.792 1.542 -4.007  0.000
H: -1.384 3.057 -4.808  0.000
H: -0.196 0.311 -2.841  -0.001
H: 1.496 0.784 -2.879  -0.006
H: 0.065 -0.940 -4.832  0.000
H: 1.796 -0.558 -4.803  0.000
H: 0.773 0.228 -6.772  0.000
H: 1.494 2.464 -6.798  0.000
H: 2.584 1.451 -5.826  0.000
H: 0.928 3.733 -4.874  0.000
H: 2.115 2.819 -3.942  0.001
C: 5.512 1.794 -1.765  0.000
As: 4.258 0.375 -1.265  0.004
C: 4.411 0.593 0.667  0.001
C: 5.521 -1.168 -1.541  0.001
C: 6.764 -1.168 -0.715  0.000
C: 7.946 -0.600 -1.189  0.000
C: 9.093 -0.572 -0.407  0.000
C: 9.082 -1.112 0.870  0.000
C: 7.912 -1.681 1.357  0.000
C: 6.770 -1.707 0.572  0.000
H: 6.427 1.736 -1.174  0.000
H: 5.011 2.744 -1.581  0.000
H: 5.761 1.725 -2.825  0.000
H: 5.456 0.625 0.973  0.000
H: 3.892 -0.200 1.207  -0.001
H: 3.909 1.530 0.914  0.000
H: 5.762 -1.133 -2.605  0.000
H: 4.941 -2.078 -1.366  0.000
H: 7.965 -0.175 -2.186  0.000
H: 9.999 -0.125 -0.799  0.000
H: 9.974 -1.090 1.482  0.000
H: 7.887 -2.100 2.355  0.000
H: 5.857 -2.139 0.966  0.000
C: -8.024 -2.219 2.777  0.001
C: -6.613 -1.696 2.714  -0.001
C: -5.562 -2.500 2.296  0.002
C: -4.251 -2.029 2.264  -0.005
C: -3.182 -2.972 1.776  0.007
C: -3.957 -0.715 2.661  0.007
Te: -1.930 0.072 2.554  -0.020
N: -1.787 0.285 -0.074  -0.028
C: -2.229 1.185 -0.873  -0.027
O: -1.325 1.937 -1.531  0.002
C: -3.678 1.497 -1.022  0.002
C: -4.087 2.718 -1.546  0.006
C: -5.439 3.027 -1.619  -0.005
C: -6.387 2.115 -1.172  0.010
C: -5.980 0.889 -0.658  -0.005
C: -4.629 0.583 -0.584  0.005
C: -1.771 0.312 4.706  -0.005
C: -2.095 1.551 5.242  0.002
C: -1.924 1.828 6.595  0.000
C: -1.412 0.852 7.432  0.001
C: -1.058 -0.384 6.902  0.001
C: -1.218 -0.665 5.548  -0.002
C: -0.782 -2.015 5.036  -0.002
C: -5.021 0.121 3.022  -0.002
C: -4.835 1.587 3.327  0.000
C: -6.319 -0.387 3.062  0.002
H: -8.101 -3.203 2.313  0.000
H: -8.719 -1.548 2.268  0.000
H: -8.364 -2.311 3.812  0.000
H: -5.765 -3.522 1.986  0.000
H: -3.626 -3.900 1.409  0.001
H: -2.484 -3.206 2.583  -0.001
H: -2.595 -2.513 0.977  -0.003
H: -3.333 3.430 -1.853  0.000
H: -5.752 3.989 -2.005  0.000
H: -7.440 2.367 -1.205  0.001
H: -6.709 0.180 -0.285  0.000
H: -4.294 -0.354 -0.155  0.003
H: -2.458 2.337 4.587  -0.001
H: -2.168 2.812 6.977  0.000
H: -1.264 1.053 8.486  0.000
H: -0.636 -1.142 7.553  0.000
H: -0.305 -2.589 5.833  0.000
H: -0.076 -1.906 4.210  0.001
H: -1.635 -2.585 4.659  0.000
H: -3.917 1.980 2.886  0.003
H: -4.794 1.763 4.405  0.000
H: -5.676 2.156 2.924  0.000
H: -7.127 0.280 3.354  0.000
N: 0.987 -0.323 -0.365  -0.006
S: 0.073 -1.635 -0.080  -0.003
C: -0.074 -2.392 -1.707  0.007
C: 1.018 -2.763 -2.477  -0.003
C: 0.808 -3.464 -3.654  0.001
C: -0.490 -3.755 -4.069  -0.002
C: -1.576 -3.343 -3.314  0.001
C: -1.367 -2.668 -2.112  -0.001
C: 1.208 -2.798 0.680  -0.001
C: 0.638 -3.704 1.560  0.000
C: 1.450 -4.632 2.201  0.001
C: 2.813 -4.646 1.956  0.000
C: 3.377 -3.725 1.081  0.001
C: 2.576 -2.792 0.443  -0.001
H: 1.706 -0.294 0.361  -0.007
H: 2.020 -2.502 -2.155  0.001
H: 1.656 -3.788 -4.246  0.000
H: -0.651 -4.309 -4.986  0.000
H: -2.584 -3.562 -3.640  0.000
H: -2.196 -2.338 -1.495  0.000
H: -0.424 -3.662 1.756  -0.001
H: 1.015 -5.327 2.908  0.000
H: 3.446 -5.365 2.462  0.000
H: 4.445 -3.731 0.900  0.000
H: 3.010 -2.040 -0.205  0.002
N: 0.265 4.944 -1.148  0.001
C: 1.445 4.460 -0.785  0.002
N: 2.282 5.271 -0.124  0.001
S: 1.952 2.860 -1.177  0.024
H: -0.084 5.692 -0.529  0.000
H: -0.432 4.245 -1.387  -0.004
H: 1.797 5.970 0.466  0.000
H: 3.019 4.769 0.347  0.001



Entry 2:
# C17H31ClFN2O4

A 2-piece molecular cluster, C17H31ClFN2O4 overall (ωB97M-V/def2-TZVPD, the Open Molecules 2025 dataset).

- HOMO energy (eV) = -11.82
- total charge = +1
- calculated total energy (eV) = -44534.08372
- LUMO level (eV) = -2.507
- spin multiplicity = 1
- strongest force on any atom (eV/Å) = 2.99
- HOMO-LUMO gap (eV) = 9.32

Each line ends with the Mulliken charge.
CARTESIAN COORDINATES (ANGSTROEM)
C: -0.451 4.412 4.090  -1.147
C: -1.289 3.154 4.215  -0.176
O: -1.634 2.580 2.859  -0.207
C: -2.338 1.445 2.798  0.056
C: -2.352 0.591 1.424  1.437
C: -3.561 -0.461 1.197  0.591
C: -4.818 0.329 1.335  -1.315
C: -3.161 -1.683 2.069  -1.294
C: -1.949 1.550 0.260  -0.094
O: -1.001 2.304 0.385  -0.589
O: -2.688 1.438 -0.846  -0.337
C: -2.422 2.368 -1.996  -0.143
C: -3.088 3.712 -1.831  -1.146
O: -2.903 0.915 3.764  -0.623
H: -0.422 4.924 5.054  0.383
H: 0.591 4.170 3.875  0.273
H: -0.823 5.141 3.367  0.316
H: -0.700 2.366 4.705  0.281
H: -2.210 3.374 4.812  0.280
H: -3.442 -0.830 0.146  0.283
H: -4.754 1.081 0.514  0.326
H: -5.722 -0.265 1.119  0.400
H: -4.920 0.774 2.336  0.269
H: -2.241 -2.153 1.650  0.252
H: -2.962 -1.328 3.090  0.284
H: -3.894 -2.499 2.194  0.395
H: -1.338 2.474 -2.117  0.246
H: -2.845 1.823 -2.845  0.325
H: -3.025 4.258 -2.775  0.404
H: -4.152 3.624 -1.588  0.297
H: -2.583 4.321 -1.076  0.302
Cl: 6.123 -3.246 0.727  -0.103
C: 5.771 -1.620 0.031  -0.436
N: 4.384 -1.190 0.279  -0.151
C: 3.342 -2.111 -0.374  -0.510
C: 1.972 -1.541 -0.130  -0.620
N: 2.126 -0.258 0.578  -0.145
F: -1.307 -0.239 1.645  -0.321
C: 2.860 0.732 -0.169  -0.569
C: 4.251 0.188 -0.365  -0.561
C: 2.652 -0.523 1.925  -0.633
C: 4.053 -1.049 1.776  -0.512
H: 6.436 -0.887 0.512  0.398
H: 5.914 -1.674 -1.057  0.397
H: 3.561 -2.125 -1.441  0.371
H: 3.458 -3.096 0.074  0.423
H: 1.399 -1.385 -1.050  0.342
H: 1.363 -2.196 0.505  0.314
H: 2.341 0.920 -1.116  0.336
H: 2.855 1.686 0.370  0.330
H: 4.982 0.835 0.123  0.417
H: 4.457 0.056 -1.428  0.415
H: 2.599 0.381 2.540  0.386
H: 1.977 -1.248 2.398  0.318
H: 4.164 -2.034 2.224  0.419
H: 4.764 -0.333 2.185  0.368